This record from OMol25 describes a cluster of 13 separate species, C48H70Cl12O22 in total in a non-equilibrium geometry. The level of theory is ωB97M-V/def2-TZVPD.

```
! wB97M-V def2-TZVPD RIJCOSX def2/J DEFGRID3
* xyz 0 1
Cl -11.81152 -17.71200 22.50865
C -10.76392 -16.70470 21.49848
C -10.54262 -17.20859 20.05203
Cl -9.81415 -18.92963 20.10638
H -9.79434 -16.63046 21.99094
H -11.17605 -15.69597 21.52492
H -9.99415 -16.46352 19.47570
H -11.49159 -17.34205 19.53265
Cl -11.09005 1.73694 13.39872
C -10.69175 1.07878 14.99852
C -11.13775 -0.31238 15.29629
Cl -10.42513 -1.46148 14.16949
H -11.10587 1.86894 15.62482
H -9.61995 1.27318 15.03803
H -12.20509 -0.37215 15.08343
H -10.88239 -0.67166 16.29318
Cl -2.73371 -6.38452 12.50284
C -3.19674 -5.17531 13.65069
C -3.91334 -4.00790 12.95245
Cl -4.16931 -2.56723 13.96410
H -2.23746 -4.80155 14.00873
H -3.65402 -5.66567 14.51007
H -4.86454 -4.30657 12.51187
H -3.39930 -3.74331 12.02841
Cl -20.19491 -13.25972 15.59432
C -19.34614 -12.98279 17.18441
C -18.44000 -14.21742 17.39870
Cl -17.47649 -14.04773 18.90526
H -20.09774 -12.79545 17.95129
H -18.66736 -12.15406 16.98301
H -17.84423 -14.39835 16.50403
H -19.01078 -15.12306 17.60396
Cl -9.19721 0.82947 22.30589
C -8.56307 -0.43426 23.24046
C -8.02368 0.08792 24.61969
Cl -7.03703 -1.06138 25.61752
H -7.68309 -0.79917 22.71078
H -9.36578 -1.15446 23.39878
H -8.84760 0.49979 25.20246
H -7.42060 0.97228 24.41401
Cl -3.21718 -15.13685 23.59384
C -4.13229 -15.66953 22.19908
C -4.34855 -14.73988 21.05456
Cl -5.63054 -13.50183 21.56030
H -5.09371 -16.03599 22.55890
H -3.60874 -16.59359 21.95391
H -4.76660 -15.40519 20.29912
H -3.37418 -14.47231 20.64576
C -3.58112 -15.45398 8.84448
O -2.98275 -14.61676 9.76820
C -3.28934 -13.25363 9.69380
C -4.71195 -12.85539 10.09713
O -5.04624 -13.25807 11.42899
C -6.14524 -12.52955 12.04184
H -3.08585 -15.46185 7.87353
H -4.65919 -15.59252 8.76288
H -3.16189 -16.33940 9.32237
H -2.96305 -12.81639 8.75016
H -2.54222 -12.91948 10.41370
H -5.24334 -13.40360 9.31918
H -4.86648 -11.79590 9.89294
H -6.86741 -12.59992 11.22844
H -5.87752 -11.48002 12.16394
H -6.58859 -12.89938 12.96638
C -2.42573 -4.26401 20.90102
O -1.37881 -4.06871 19.94097
C -0.48693 -2.94882 20.26005
C -0.89336 -1.51589 19.86370
O -1.95803 -1.12323 20.67414
C -2.45269 0.22920 20.37858
H -2.85573 -5.25382 20.74784
H -3.27126 -3.57655 20.92503
H -1.99269 -4.21645 21.90018
H 0.50371 -3.05289 19.81744
H -0.29976 -2.87542 21.33135
H -1.23435 -1.65263 18.83748
H -0.06290 -0.80989 19.86462
H -2.91547 0.16849 19.39357
H -1.64207 0.95788 20.38091
H -3.22783 0.59815 21.05025
C -12.49129 -6.52595 20.34186
O -12.95371 -7.74531 19.93073
C -11.95186 -8.78239 19.91001
C -10.87437 -8.58052 18.82300
O -9.88634 -7.74631 19.37671
C -8.77108 -7.51820 18.55053
H -13.34990 -5.92650 20.03930
H -11.60252 -6.23247 19.78322
H -12.45947 -6.49495 21.43095
H -12.47412 -9.68679 19.59790
H -11.49611 -8.99475 20.87712
H -11.25898 -8.16831 17.89013
H -10.36253 -9.51989 18.61394
H -8.01793 -8.30108 18.63979
H -8.43907 -6.53958 18.89717
H -9.13436 -7.46669 17.52414
C -19.68334 -0.81755 19.50943
C -20.16434 -0.47591 18.29778
C -19.34695 0.08444 17.23824
O -19.68046 0.21897 16.05083
C -18.02877 0.42830 17.61944
C -17.57522 0.19566 18.85170
C -18.29027 -0.50320 19.88473
O -17.88263 -0.72860 21.07036
O -16.26963 0.53596 19.24635
O -21.52456 -0.53034 18.09356
H -20.38589 -1.31319 20.16301
H -17.26527 0.93553 17.04832
H -16.35637 0.55565 20.20222
H -21.73714 0.14963 17.45009
C -21.69746 -6.66922 24.84147
C -21.81380 -5.48182 25.50206
C -20.70838 -4.71487 26.17560
O -20.85500 -3.61639 26.68572
C -19.40385 -5.46862 26.07989
C -19.26127 -6.67150 25.43641
C -20.47787 -7.42687 24.88129
O -20.49381 -8.60100 24.43761
O -18.09615 -7.23039 25.01728
O -23.00058 -4.83140 25.33180
H -22.54141 -6.80888 24.18220
H -18.49103 -4.97616 26.38096
H -18.26251 -8.09748 24.64035
H -22.82789 -3.89600 25.46143
C -20.26255 -5.77834 14.59292
C -21.61405 -6.07200 14.44536
C -22.41393 -6.44799 15.67128
O -23.64822 -6.53226 15.73430
C -21.67361 -6.66434 16.93918
C -20.33139 -6.37684 17.01104
C -19.56284 -5.91736 15.81673
O -18.38642 -5.75036 15.82835
O -19.67736 -6.64352 18.17493
O -22.25162 -5.87057 13.26624
H -19.75422 -5.42813 13.70672
H -22.21400 -6.90878 17.84175
H -18.72563 -6.62592 18.05048
H -23.17933 -6.01752 13.46461
C -5.57622 -10.36468 28.22181
C -6.35574 -11.47522 28.25990
C -7.65493 -11.60813 27.49162
O -8.28217 -12.66091 27.36814
C -8.08281 -10.34896 26.92743
C -7.28686 -9.24366 26.90852
C -5.90614 -9.20210 27.33388
O -5.10181 -8.28876 27.06069
O -7.87283 -8.02567 26.60661
O -5.97395 -12.53326 29.04672
H -4.62576 -10.30712 28.73142
H -9.11610 -10.15498 26.68026
H -7.15408 -7.39136 26.65803
H -6.64325 -13.22131 29.06157
*
```

- gap between HOMO and LUMO (eV) = 7.29
- LUMO level (eV) = -2.30
- E_HOMO (eV) = -9.587


This record from OMol25 describes a structure of composition C36H94F3N8O10Ti in a non-equilibrium geometry. The level of theory is ωB97M-V/def2-TZVPD.

```
! wB97M-V def2-TZVPD RIJCOSX def2/J DEFGRID3
* xyz 0 4
Ti 1.04744 -2.08831 2.44373
C -0.76909 0.21280 -1.92452
O -0.90677 1.05803 -0.77820
O -0.00498 -0.85606 -1.52681
C -2.25007 -0.01476 -2.49042
F -2.27724 -0.97404 -3.43438
F -3.19096 -0.33533 -1.56415
F -2.71271 1.04137 -3.07699
C -1.33184 2.43476 -0.86459
C -1.39600 2.93066 0.60540
H -1.78995 2.15278 1.25947
H -0.41616 3.30946 0.89614
H -2.17642 3.68424 0.71102
H -2.41176 2.46972 -1.00829
H -0.73650 3.20164 -1.36015
H -0.24923 0.80923 -2.67427
C 6.05506 -8.14402 -4.50298
C 5.81827 -8.42569 -2.97662
C 6.97412 -9.25722 -2.25374
O 7.02258 -10.57026 -2.72649
C 6.55795 -11.63035 -1.89718
N 5.69603 -7.14512 -2.24151
H 6.94043 -7.52245 -4.63662
H 5.23749 -7.52159 -4.86667
H 6.07984 -9.04122 -5.12145
H 4.89408 -8.97057 -2.78405
H 6.89425 -9.27880 -1.16688
H 7.91513 -8.83174 -2.60240
H 6.74952 -12.59409 -2.36898
H 5.49629 -11.47186 -1.70785
H 6.98303 -11.61186 -0.89365
H 4.77492 -6.77971 -2.43677
H 6.30755 -6.49183 -2.70986
C -8.93697 3.67070 3.25266
C -9.61297 5.03793 3.21481
C -10.18647 5.47349 4.50856
O -11.12969 4.50047 4.97463
C -12.38480 4.45685 4.38855
N -8.54710 6.01321 2.83053
H -8.08761 3.71229 3.93454
H -8.58486 3.37666 2.26389
H -9.52235 2.83794 3.64245
H -10.29041 5.05166 2.36100
H -10.62128 6.46472 4.38004
H -9.37184 5.56825 5.22653
H -12.33839 4.30436 3.31026
H -12.86161 5.41445 4.59772
H -12.99310 3.64363 4.78446
H -8.90888 6.86972 2.43608
H -7.92189 6.25726 3.58528
C -5.10762 5.81577 -7.90324
C -4.48120 7.10418 -7.46079
C -3.51579 6.88511 -6.19744
O -3.12443 8.20121 -5.77969
C -2.65770 8.42787 -4.46150
N -3.64375 7.63284 -8.52481
H -5.80622 6.06135 -8.70309
H -5.71062 5.37821 -7.10761
H -4.44232 5.02512 -8.25013
H -5.28097 7.81645 -7.25798
H -2.62726 6.30655 -6.45017
H -3.98421 6.23694 -5.45679
H -2.80124 9.46647 -4.16346
H -1.58274 8.26617 -4.38149
H -3.20335 7.76341 -3.79153
H -3.31396 8.54062 -8.22937
H -2.83000 7.04589 -8.40904
C -4.75445 -3.30472 5.35861
C -3.47199 -2.46735 4.97605
C -2.59689 -2.08951 6.22382
O -1.53671 -1.18283 5.81277
C -0.69036 -0.89133 6.85214
N -2.67015 -3.16445 3.97714
H -4.40630 -4.14265 5.96256
H -5.18288 -3.78645 4.47969
H -5.47921 -2.74847 5.95308
H -3.91666 -1.55979 4.56774
H -2.22599 -3.02178 6.64975
H -3.37451 -1.62047 6.82665
H -0.21629 -1.78938 7.24822
H -1.25930 -0.48973 7.69066
H -0.01947 -0.04734 6.69184
H -2.56271 -4.14098 4.21154
H -3.11260 -3.23071 3.07163
C 10.52028 -2.61569 -2.86153
C 10.65546 -1.94675 -4.27541
C 9.40213 -1.20335 -4.76393
O 8.34031 -2.15887 -4.81690
C 7.16856 -1.51220 -5.28589
N 11.74642 -1.03187 -4.16451
H 10.26514 -1.81648 -2.16563
H 11.48766 -2.98769 -2.52405
H 9.84736 -3.46946 -2.78185
H 10.95085 -2.69673 -5.00915
H 9.59580 -0.75398 -5.73792
H 9.08200 -0.36198 -4.14935
H 7.11658 -1.32449 -6.35835
H 6.99266 -0.60335 -4.71044
H 6.35732 -2.21637 -5.10116
H 12.54929 -1.57261 -3.87623
H 11.97193 -0.59440 -5.04647
C -1.40810 10.65588 4.58614
C -2.03611 10.64604 6.02568
C -2.80934 11.99925 6.43167
O -1.94765 13.15490 6.47057
C -1.15754 13.20895 7.62958
N -3.05755 9.55700 5.98030
H -2.09641 10.68693 3.74153
H -0.61568 9.91750 4.46378
H -0.93894 11.63104 4.45553
H -1.28925 10.36050 6.76646
H -3.34443 11.81129 7.36251
H -3.56682 12.17888 5.66874
H -0.59248 12.29239 7.79907
H -1.87073 13.31939 8.44644
H -0.40591 13.98208 7.47018
H -2.70583 8.61309 6.05408
H -3.56652 9.65289 6.84740
C 7.11381 -3.98371 3.63105
C 5.91377 -3.07081 3.49371
C 6.22475 -1.85319 2.57791
O 5.15366 -0.90686 2.59955
C 5.55477 0.28862 1.94394
N 4.86685 -3.89926 2.92379
H 7.54829 -4.26119 2.67067
H 6.82012 -4.91602 4.11338
H 7.90173 -3.65147 4.30700
H 5.57954 -2.74536 4.47884
H 6.46259 -2.20311 1.57338
H 7.09865 -1.32605 2.96069
H 6.17800 0.10536 1.06867
H 6.21569 0.83920 2.61338
H 4.76827 0.99882 1.68871
H 4.93729 -4.80871 3.35743
H 5.25724 -4.12332 2.01963
C -3.41940 -8.52465 -2.54941
C -1.97906 -9.01675 -2.76035
C -1.59671 -9.09055 -4.22743
O -2.42955 -10.08505 -4.80691
C -2.02960 -10.27484 -6.18061
N -1.03772 -8.14725 -2.02057
H -3.60593 -7.62509 -3.13601
H -3.69262 -8.27296 -1.52467
H -4.10272 -9.29315 -2.91079
H -1.79298 -9.99141 -2.30923
H -0.54568 -9.30662 -4.41911
H -1.75350 -8.08327 -4.61331
H -0.95767 -10.42933 -6.30388
H -2.24243 -9.33204 -6.68453
H -2.73260 -10.98544 -6.61528
H -0.08322 -8.34313 -2.28638
H -1.16791 -7.18001 -2.28056
*
```

- gap between HOMO and LUMO (alpha / beta) (eV) = 4.69 / 4.51
- LUMO level (alpha / beta) (eV) = -1.43 / -1.60
- E_HOMO (alpha / beta) (eV) = -6.122 / -6.114
- expectation value of S² = 3.751